(1)
Molecular formula: C30H27O6P2RbS
Method: DFT, the ωB97M-V functional and the def2-TZVPD basis

Element x y z (Å)
Rb1 2.05 2.74 0.53
C1 -0.34 5.54 -0.90
C2 -0.84 5.55 -2.21
C3 -2.24 5.40 -2.15
C4 -2.60 5.28 -0.79
C5 -1.43 5.35 -0.02
H1 0.69 5.72 -0.61
H2 -0.26 5.69 -3.11
H3 -2.93 5.39 -3.00
H4 -3.61 5.15 -0.41
H5 -1.38 5.30 1.06
O1 5.93 3.24 2.77
S1 4.68 2.95 2.05
O2 4.76 3.37 0.62
O3 4.39 1.48 2.08
O4 3.52 3.66 2.67
O5 2.00 0.50 -1.13
P1 1.51 -0.85 -0.79
C6 -0.29 -0.99 -1.04
P2 -1.20 -0.01 0.23
O6 -0.44 1.11 0.81
C7 -2.67 0.50 -0.68
C8 -2.68 1.83 -1.12
C9 -3.72 2.28 -1.92
C10 -4.74 1.42 -2.28
C11 -4.74 0.10 -1.84
C12 -3.71 -0.36 -1.04
C13 -1.69 -1.19 1.52
C14 -2.22 -2.46 1.27
C15 -2.53 -3.30 2.33
C16 -2.31 -2.88 3.63
C17 -1.77 -1.63 3.88
C18 -1.46 -0.78 2.83
C19 1.77 -1.47 0.87
C20 2.50 -0.71 1.78
C21 2.66 -1.18 3.08
C22 2.12 -2.40 3.46
C23 1.41 -3.17 2.54
C24 1.24 -2.70 1.25
C25 2.24 -2.10 -1.89
C26 3.16 -3.05 -1.43
C27 3.76 -3.92 -2.33
C28 3.44 -3.85 -3.68
C29 2.53 -2.91 -4.14
C30 1.94 -2.03 -3.25
H6 -0.63 -2.03 -1.05
H7 -0.53 -0.53 -2.00
H8 -1.88 2.51 -0.83
H9 -3.70 3.31 -2.25
H10 -5.55 1.77 -2.91
H11 -5.55 -0.57 -2.12
H12 -3.72 -1.39 -0.69
H13 -2.36 -2.80 0.25
H14 -2.94 -4.28 2.13
H15 -2.55 -3.55 4.46
H16 -1.58 -1.32 4.91
H17 -1.02 0.19 3.00
H18 3.00 0.23 1.55
H19 3.24 -0.57 3.77
H20 2.24 -2.76 4.47
H21 0.98 -4.12 2.83
H22 0.69 -3.31 0.53
H23 3.40 -3.08 -0.38
H24 4.48 -4.65 -1.98
H25 3.92 -4.53 -4.38
H26 2.30 -2.84 -5.20
H27 1.26 -1.27 -3.60

total charge = -2
gap between HOMO and LUMO = 4.74 eV
energy above the lowest of the compared OMol25 structures with the same formula, charge and spin = 0.083 eV
LUMO = 3.5 eV

---

(2)
Molecular formula: C4H12AgN4O4
Method: DFT, the ωB97M-V functional and the def2-TZVPD basis

Element x y z (Å)
Ag1 8.30 -19.60 -2.43
O1 7.63 -22.05 -2.89
C1 8.26 -22.06 -4.17
C2 8.05 -20.86 -5.27
O2 8.45 -19.51 -4.97
H1 7.94 -23.04 -4.54
H2 9.32 -22.18 -3.96
H3 7.07 -20.99 -5.73
H4 8.50 -21.22 -6.19
C3 6.24 -19.85 0.44
O3 6.47 -19.74 -0.75
N1 7.18 -19.76 1.30
N2 5.11 -19.78 0.95
H5 6.92 -19.75 2.27
H6 8.13 -19.94 1.01
H7 4.35 -19.57 0.31
H8 4.96 -19.87 1.94
C4 8.27 -16.38 -3.09
O4 8.14 -17.23 -2.31
N3 8.33 -15.11 -2.79
N4 8.55 -16.69 -4.31
H9 8.29 -14.43 -3.54
H10 8.01 -14.82 -1.88
H11 8.59 -17.69 -4.45
H12 9.05 -16.02 -4.89

gap between HOMO and LUMO (alpha / beta) = 7.54 / 6.18 eV
multiplicity = 2
LUMO (alpha / beta) = 0.3 / -1.0 eV

---

(3)
Molecular formula: C60H150N10
Method: DFT, the ωB97M-V functional and the def2-TZVPD basis

Element x y z (Å)
C1 -23.11 -2.62 -5.21
C2 -24.45 -3.20 -5.61
N1 -24.44 -4.66 -5.59
C3 -24.13 -5.30 -4.25
C4 -25.04 -4.97 -3.07
C5 -25.62 -5.20 -6.26
C6 -25.54 -5.26 -7.82
H1 -22.76 -2.70 -4.19
H2 -23.14 -1.52 -5.44
H3 -22.30 -2.97 -5.91
H4 -25.28 -2.74 -5.03
H5 -24.75 -2.89 -6.63
H6 -24.07 -6.36 -4.40
H7 -23.11 -4.99 -4.00
H8 -26.07 -5.20 -3.40
H9 -24.91 -5.61 -2.23
H10 -25.08 -3.91 -2.74
H11 -26.54 -4.71 -5.81
H12 -25.74 -6.27 -6.00
H13 -24.54 -5.62 -8.00
H14 -25.67 -4.30 -8.35
H15 -26.24 -5.95 -8.29
C7 -34.74 -6.14 -2.87
C8 -33.30 -6.27 -3.17
N2 -32.97 -6.91 -4.49
C9 -33.46 -8.27 -4.62
C10 -33.17 -9.22 -3.48
C11 -33.35 -6.11 -5.68
C12 -32.52 -6.44 -6.89
H16 -35.18 -7.10 -2.62
H17 -35.46 -5.78 -3.69
H18 -35.00 -5.49 -2.05
H19 -32.81 -5.27 -3.27
H20 -32.71 -6.87 -2.44
H21 -34.53 -8.27 -4.79
H22 -33.10 -8.75 -5.60
H23 -32.12 -9.24 -3.33
H24 -33.54 -8.98 -2.49
H25 -33.49 -10.23 -3.63
H26 -33.25 -5.10 -5.34
H27 -34.45 -6.20 -5.84
H28 -31.45 -6.37 -6.62
H29 -32.65 -5.79 -7.72
H30 -32.69 -7.42 -7.27
C13 -27.87 -9.22 -3.28
C14 -26.73 -9.68 -2.40
N3 -27.00 -9.55 -0.95
C15 -26.84 -8.21 -0.49
C16 -25.36 -7.65 -0.32
C17 -26.36 -10.53 -0.09
C18 -27.07 -11.86 0.08
H31 -28.76 -9.73 -2.91
H32 -27.78 -9.45 -4.36
H33 -28.07 -8.15 -3.26
H34 -26.56 -10.74 -2.60
H35 -25.75 -9.20 -2.62
H36 -27.37 -7.61 -1.25
H37 -27.40 -8.08 0.46
H38 -25.34 -6.54 -0.16
H39 -24.87 -8.09 0.56
H40 -24.75 -7.97 -1.18
H41 -26.31 -10.06 0.90
H42 -25.33 -10.76 -0.50
H43 -26.47 -12.52 0.74
H44 -27.20 -12.33 -0.88
H45 -28.07 -11.65 0.55
C19 -32.99 -2.62 -3.77
C20 -32.52 -1.20 -4.21
N4 -32.19 -0.19 -3.15
C21 -31.53 0.97 -3.83
C22 -31.02 2.06 -2.88
C23 -33.40 0.14 -2.43
C24 -34.45 0.96 -3.25
H46 -33.91 -2.71 -3.23
H47 -32.24 -3.11 -3.19
H48 -33.17 -3.27 -4.64
H49 -31.64 -1.32 -4.81
H50 -33.29 -0.72 -4.88
H51 -32.20 1.39 -4.61
H52 -30.60 0.54 -4.31
H53 -30.48 2.90 -3.40
H54 -30.38 1.51 -2.16
H55 -31.85 2.42 -2.34
H56 -33.88 -0.79 -2.17
H57 -33.07 0.71 -1.55
H58 -34.99 0.26 -3.89
H59 -35.08 1.58 -2.59
H60 -33.98 1.66 -3.89
C25 -30.58 -10.49 -1.10
C26 -31.07 -9.33 -0.27
N5 -31.23 -9.58 1.18
C27 -30.00 -9.50 1.83
C28 -29.99 -10.31 3.12
C29 -32.30 -8.72 1.69
C30 -33.65 -9.45 1.75
H61 -30.61 -10.03 -2.15
H62 -31.23 -11.36 -1.00
H63 -29.52 -10.76 -1.01
H64 -30.36 -8.48 -0.34
H65 -32.00 -8.95 -0.77
H66 -29.24 -9.87 1.13
H67 -29.79 -8.44 1.95
H68 -30.83 -10.05 3.79
H69 -30.06 -11.35 2.79
H70 -29.10 -10.17 3.73
H71 -32.47 -7.84 1.08
H72 -31.99 -8.42 2.67
H73 -34.08 -9.73 0.80
H74 -34.40 -8.87 2.30
H75 -33.51 -10.42 2.32
C31 -21.66 -4.28 -0.59
C32 -21.93 -2.79 -0.57
N6 -22.94 -2.33 0.36
C33 -22.66 -2.50 1.83
C34 -21.41 -1.68 2.17
C35 -24.29 -2.64 0.05
C36 -25.17 -1.44 0.41
H76 -21.31 -4.67 0.39
H77 -20.91 -4.69 -1.31
H78 -22.59 -4.85 -0.83
H79 -21.01 -2.16 -0.39
H80 -22.31 -2.44 -1.57
H81 -23.60 -2.21 2.39
H82 -22.51 -3.59 2.07
H83 -20.48 -1.99 1.68
H84 -21.55 -0.64 1.80
H85 -21.22 -1.65 3.26
H86 -24.67 -3.56 0.53
H87 -24.32 -2.78 -1.04
H88 -25.13 -0.54 -0.27
H89 -24.96 -1.08 1.43
H90 -26.22 -1.83 0.30
C37 -26.33 1.33 -7.16
C38 -25.91 0.00 -6.64
N7 -26.82 -0.67 -5.71
C39 -26.98 -0.01 -4.38
C40 -25.67 -0.14 -3.54
C41 -28.13 -0.96 -6.25
C42 -28.89 -2.14 -5.63
H91 -25.67 1.59 -7.99
H92 -26.26 2.11 -6.35
H93 -27.33 1.40 -7.49
H94 -25.79 -0.71 -7.52
H95 -24.90 0.16 -6.27
H96 -27.32 1.04 -4.57
H97 -27.79 -0.52 -3.92
H98 -25.84 0.62 -2.75
H99 -25.54 -1.16 -3.15
H100 -24.80 0.09 -4.10
H101 -28.04 -1.16 -7.30
H102 -28.70 -0.03 -6.31
H103 -29.04 -1.88 -4.60
H104 -28.22 -2.96 -5.72
H105 -29.82 -2.26 -6.22
C43 -24.71 -5.63 5.30
C44 -25.94 -4.62 5.39
N8 -27.04 -4.93 4.49
C45 -27.72 -6.19 4.89
C46 -28.44 -6.77 3.75
C47 -27.87 -3.77 4.34
C48 -27.22 -2.74 3.48
H106 -23.96 -5.48 6.13
H107 -24.22 -5.63 4.34
H108 -25.00 -6.68 5.39
H109 -26.25 -4.71 6.45
H110 -25.72 -3.54 5.32
H111 -28.36 -6.01 5.79
H112 -27.01 -6.90 5.28
H113 -29.01 -7.67 3.99
H114 -27.78 -6.99 2.91
H115 -29.16 -6.01 3.38
H116 -28.76 -4.12 3.80
H117 -28.27 -3.22 5.25
H118 -26.49 -3.23 2.76
H119 -27.97 -2.17 2.97
H120 -26.63 -1.97 4.06
C49 -33.66 -4.75 0.62
C50 -32.82 -4.74 1.87
N9 -32.49 -3.39 2.26
C51 -31.29 -2.83 1.56
C52 -31.46 -1.39 1.28
C53 -32.47 -3.16 3.67
C54 -33.91 -3.36 4.29
H121 -33.12 -4.41 -0.26
H122 -34.39 -4.03 0.70
H123 -34.14 -5.72 0.42
H124 -33.42 -5.19 2.66
H125 -31.93 -5.43 1.74
H126 -30.42 -3.06 2.22
H127 -31.20 -3.37 0.55
H128 -32.48 -1.18 0.94
H129 -31.42 -0.81 2.22
H130 -30.67 -0.94 0.62
H131 -32.05 -2.18 3.91
H132 -31.77 -3.85 4.12
H133 -34.71 -2.97 3.61
H134 -33.99 -2.75 5.20
H135 -34.19 -4.38 4.46
C55 -29.55 -5.13 -3.79
C56 -29.61 -5.42 -2.35
N10 -28.47 -4.84 -1.57
C57 -28.68 -5.20 -0.19
C58 -27.53 -4.74 0.71
C59 -28.00 -3.49 -1.84
C60 -28.83 -2.22 -1.59
H136 -29.73 -4.04 -4.00
H137 -30.41 -5.54 -4.37
H138 -28.56 -5.37 -4.23
H139 -30.53 -4.89 -2.05
H140 -29.62 -6.44 -2.11
H141 -29.67 -4.87 0.22
H142 -28.80 -6.30 -0.15
H143 -27.47 -5.21 1.72
H144 -26.53 -4.91 0.21
H145 -27.50 -3.63 0.84
H146 -27.76 -3.43 -2.92
H147 -27.08 -3.30 -1.32
H148 -29.77 -2.07 -2.09
H149 -28.21 -1.32 -1.81
H150 -29.14 -2.04 -0.57

gap between HOMO and LUMO = 8.58 eV
energy above the lowest of the compared OMol25 structures with the same formula, charge and spin = 3.946 eV
LUMO = 0.7 eV

---

(4)
Molecular formula: C3H10N3
Method: DFT, the ωB97M-V functional and the def2-TZVPD basis

Element x y z (Å)
C1 2.44 -0.01 -0.19
C2 1.37 -0.99 0.28
C3 1.11 0.43 0.15
N1 0.35 1.50 0.16
N2 -1.50 -0.64 -0.20
N3 -2.48 0.47 0.07
H1 3.27 0.14 0.49
H2 2.66 -0.02 -1.30
H3 1.01 -1.47 -0.61
H4 1.31 -1.56 1.27
H5 -1.73 -0.90 -1.16
H6 -2.67 0.57 1.04
H7 -1.77 -1.36 0.49
H8 -3.38 0.14 -0.35
H9 -0.70 1.40 0.04
H10 0.72 2.32 -0.19

total charge = +1
gap between HOMO and LUMO = 9.03 eV
energy above the lowest of the compared OMol25 structures with the same formula, charge and spin = 4.537 eV
LUMO = -4.5 eV